1.
Below is an isolated molecule of C4H8O2 at a distorted geometry, with properties calculated with ωB97M-V/def2-TZVPD.

structure (SMILES)	CO[C@@H](C)C=O
multiplicity	1
gap between HOMO and LUMO	10.56	eV
relative energy (zero: lowest compared OMol25 entry of this formula, charge and spin)	110.22	kcal per mole
E	-8368.5022	eV
HOMO	-9.792	eV

CARTESIAN COORDINATES (ANGSTROEM)
C 1.995 0.112 -0.262
O 0.846 -0.729 -0.198
C -0.432 -0.150 -0.236
C -1.499 -1.065 0.220
C -0.442 1.186 0.500
O -1.256 2.051 0.290
H 2.785 -0.469 -0.743
H 1.798 1.008 -0.860
H 2.353 0.419 0.734
H -1.237 0.242 -1.126
H -1.953 -1.718 -0.511
H -1.236 -1.685 1.126
H -2.222 -0.092 -0.236
H 0.371 1.332 1.232



2.
Below is a 7-piece molecular cluster, H14O7 overall at a distorted geometry, with properties calculated with ωB97M-V/def2-TZVPD.

structure (SMILES)	O.O.O.O.O.O.O
multiplicity	1
gap between HOMO and LUMO	9.28	eV
relative energy (zero: lowest compared OMol25 entry of this formula, charge and spin)	91.35	kcal per mole
E	-14557.5001	eV
HOMO	-9.799	eV

CARTESIAN COORDINATES (ANGSTROEM)
O 2.328 -18.647 16.613
H 1.671 -19.322 16.786
H 2.886 -18.650 17.391
O 2.632 -18.154 20.789
H 3.270 -17.470 20.993
H 1.916 -18.007 21.407
O 3.694 -18.364 18.686
H 3.474 -18.520 19.604
H 4.647 -18.445 18.650
O 1.329 -20.169 20.548
H 2.064 -19.577 20.707
H 0.604 -19.793 21.048
O 1.287 -16.545 19.303
H 2.178 -16.880 19.401
H 0.909 -16.610 20.180
O 6.797 -20.151 19.591
H 5.949 -19.977 19.183
H 6.586 -20.376 20.498
O 5.742 -17.559 18.692
H 5.198 -16.859 18.331
H 6.499 -17.108 19.064



3.
Below is an isolated ion of composition C4H10NO2 and charge +1 at a distorted geometry, with properties calculated with ωB97M-V/def2-TZVPD.

structure (SMILES)	C[C@H](O)[C@@H]([NH3+])C=O
total charge	+1
multiplicity	1
gap between HOMO and LUMO	10.55	eV
relative energy (zero: lowest compared OMol25 entry of this formula, charge and spin)	46.74	kcal per mole
E	-9887.5610	eV
HOMO	-14.491	eV

CARTESIAN COORDINATES (ANGSTROEM)
C 1.027 1.572 0.308
C 0.047 0.444 0.776
O 0.956 -0.615 1.161
C -0.746 -0.089 -0.433
N 0.297 -0.811 -1.239
C -1.863 -1.084 0.012
O -2.893 -1.087 -0.597
H 1.175 2.198 1.188
H 2.012 1.213 0.028
H 0.701 2.268 -0.482
H -0.544 0.724 1.640
H 1.035 -0.720 2.113
H -1.207 0.712 -1.001
H 0.691 -0.204 -1.956
H -0.116 -1.592 -1.753
H 1.022 -1.159 -0.582
H -1.595 -1.771 0.816



4.
Below is an isolated molecule of C3H3BrFNO4 at a distorted geometry, with properties calculated with ωB97M-V/def2-TZVPD.

structure (SMILES)	COC(=O)[C@](F)(Br)[N+](=O)[O-]
multiplicity	1
gap between HOMO and LUMO	10.89	eV
relative energy (zero: lowest compared OMol25 entry of this formula, charge and spin)	0.00	kcal per mole
E	-85595.3631	eV
HOMO	-11.119	eV

CARTESIAN COORDINATES (ANGSTROEM)
C 0.290 0.838 -0.030
O -1.114 0.696 -0.247
C -1.849 0.209 0.755
O -1.525 -0.080 1.874
C -3.411 0.333 0.361
F -4.106 0.872 1.458
Br -4.289 -1.228 -0.045
N -3.447 1.267 -0.744
O -3.635 0.866 -1.855
O -3.283 2.359 -0.382
H 0.388 1.928 -0.274
H 0.816 0.075 -0.723
H 0.586 0.613 1.042



5.
Below is a 10-piece molecular cluster, C72H166N10O16 overall at a distorted geometry, with properties calculated with ωB97M-V/def2-TZVPD.

structure (SMILES)	CC1(C)CCCC(C)(C)N1O.CC1(C)CCCC(C)(C)N1O.CC1(C)CCCC(C)(C)N1O.CC1(C)CCCC(C)(C)N1O.COCCNCCOC.COCCNCCOC.COCCNCCOC.COCCNCCOC.COCCNCCOC.COCCNCCOC
multiplicity	1
gap between HOMO and LUMO	8.44	eV
relative energy (zero: lowest compared OMol25 entry of this formula, charge and spin)	2.82	kcal per mole
E	-125002.5836	eV
HOMO	-8.053	eV

CARTESIAN COORDINATES (ANGSTROEM)
C 9.328 -15.478 28.468
C 9.902 -14.809 29.813
C 9.375 -15.680 30.929
C 11.433 -14.950 29.881
C 12.097 -13.944 28.966
C 11.627 -12.523 29.256
C 10.060 -12.320 29.232
C 9.746 -11.035 29.977
C 9.552 -12.251 27.724
N 9.529 -13.434 30.096
O 8.135 -13.314 30.102
H 10.012 -15.477 27.578
H 9.149 -16.548 28.706
H 8.434 -15.010 28.032
H 9.700 -16.696 30.733
H 9.802 -15.394 31.885
H 8.273 -15.844 31.047
H 11.823 -14.815 30.899
H 11.630 -16.005 29.656
H 13.180 -13.930 29.051
H 11.935 -14.241 27.937
H 12.077 -11.894 28.514
H 11.956 -12.245 30.279
H 10.193 -10.160 29.469
H 10.269 -11.037 30.966
H 8.662 -10.931 30.100
H 10.198 -12.901 27.157
H 9.728 -11.251 27.344
H 8.481 -12.453 27.648
H 7.823 -13.656 30.930
C 9.449 -7.018 28.393
C 8.050 -6.708 28.964
C 6.975 -7.319 28.070
C 8.085 -7.336 30.369
C 8.749 -6.555 31.518
C 8.327 -5.072 31.502
C 8.389 -4.401 30.096
C 7.599 -3.108 30.193
C 9.874 -4.119 29.801
N 7.702 -5.226 29.062
O 7.886 -4.609 27.819
H 9.490 -7.945 27.785
H 9.713 -6.258 27.658
H 10.275 -6.973 29.137
H 6.972 -6.758 27.115
H 7.210 -8.401 27.868
H 5.991 -7.244 28.496
H 7.076 -7.419 30.747
H 8.488 -8.343 30.274
H 8.351 -7.042 32.398
H 9.840 -6.669 31.421
H 8.969 -4.486 32.179
H 7.283 -5.124 31.891
H 7.661 -2.587 31.087
H 6.517 -3.324 30.018
H 7.722 -2.381 29.355
H 10.300 -3.514 30.588
H 10.068 -3.609 28.850
H 10.456 -5.009 29.774
H 8.732 -4.876 27.464
C 10.076 -23.382 30.613
C 11.285 -22.613 31.275
C 11.568 -23.283 32.689
C 12.441 -22.701 30.204
C 13.642 -21.849 30.621
C 13.114 -20.396 30.731
C 11.925 -20.166 31.683
C 12.412 -20.148 33.081
C 11.317 -18.765 31.298
N 10.895 -21.199 31.396
O 9.784 -21.042 32.291
H 9.301 -23.419 31.397
H 9.727 -22.747 29.840
H 10.347 -24.406 30.222
H 11.756 -24.389 32.615
H 12.371 -22.807 33.138
H 10.668 -23.115 33.268
H 12.671 -23.817 30.192
H 11.962 -22.489 29.249
H 13.990 -22.171 31.614
H 14.514 -21.902 29.932
H 12.861 -20.116 29.709
H 13.940 -19.726 31.037
H 13.179 -20.923 33.239
H 11.576 -20.263 33.783
H 12.968 -19.239 33.346
H 12.149 -18.023 31.366
H 10.520 -18.438 31.924
H 10.978 -18.812 30.225
H 9.097 -20.703 31.688
C 17.223 -19.435 31.791
C 16.904 -18.001 31.765
C 15.627 -17.795 32.553
C 18.081 -17.144 32.358
C 17.980 -15.644 32.066
C 17.924 -15.350 30.587
C 16.680 -16.075 29.984
C 15.383 -15.404 30.389
C 16.730 -16.043 28.424
N 16.766 -17.543 30.315
O 15.610 -18.297 29.808
H 16.503 -20.068 31.185
H 18.216 -19.578 31.486
H 17.188 -19.804 32.807
H 15.334 -16.757 32.656
H 14.860 -18.312 32.052
H 15.725 -18.119 33.590
H 18.093 -17.315 33.458
H 19.031 -17.506 31.947
H 17.103 -15.160 32.521
H 18.840 -15.186 32.519
H 18.805 -15.668 30.014
H 17.748 -14.346 30.287
H 14.511 -16.025 30.051
H 15.350 -14.408 29.910
H 15.353 -15.170 31.471
H 17.655 -16.551 28.197
H 16.692 -14.996 28.153
H 15.827 -16.593 28.104
H 15.822 -18.783 28.980
C 14.165 -4.632 23.692
O 12.815 -4.709 23.484
C 12.487 -5.606 22.443
C 10.933 -5.699 22.313
N 10.496 -6.479 23.440
C 10.586 -7.923 23.156
C 10.012 -8.786 24.280
O 8.651 -8.457 24.551
C 7.903 -9.408 25.264
H 14.675 -5.606 23.622
H 14.351 -4.077 24.628
H 14.590 -4.015 22.851
H 12.958 -6.596 22.555
H 12.851 -5.221 21.515
H 10.552 -6.115 21.439
H 10.519 -4.702 22.509
H 9.556 -6.305 23.685
H 11.634 -8.135 22.872
H 10.032 -8.210 22.271
H 10.627 -8.710 25.158
H 10.050 -9.817 23.935
H 6.839 -9.214 25.223
H 8.147 -9.493 26.311
H 8.097 -10.391 24.727
C 17.490 -20.751 27.867
O 16.234 -20.098 27.745
C 15.468 -20.515 26.643
C 14.531 -19.412 26.311
N 13.607 -19.222 27.431
C 12.505 -18.326 27.188
C 12.911 -16.898 26.941
O 13.510 -16.723 25.676
C 14.012 -15.426 25.447
H 17.282 -21.789 28.220
H 18.003 -20.274 28.673
H 18.053 -20.775 26.889
H 14.903 -21.425 26.996
H 16.047 -20.649 25.743
H 13.994 -19.594 25.411
H 15.166 -18.488 26.169
H 14.116 -18.815 28.229
H 11.753 -18.382 28.000
H 11.993 -18.670 26.288
H 13.467 -16.472 27.803
H 11.945 -16.311 26.905
H 13.169 -14.668 25.563
H 14.443 -15.405 24.452
H 14.819 -15.140 26.191
C 17.443 -10.163 31.959
O 16.588 -9.880 30.846
C 16.196 -11.018 30.104
C 14.965 -11.632 30.698
N 15.149 -12.162 32.019
C 13.872 -12.597 32.589
C 14.226 -13.040 34.003
O 14.937 -14.348 33.846
C 15.199 -14.945 35.088
H 17.094 -10.989 32.535
H 17.495 -9.281 32.528
H 18.418 -10.362 31.512
H 17.049 -11.702 29.927
H 15.846 -10.579 29.135
H 14.592 -12.469 30.025
H 14.231 -10.829 30.717
H 15.744 -12.968 32.042
H 13.493 -13.434 31.998
H 13.117 -11.816 32.678
H 13.339 -13.248 34.589
H 14.853 -12.338 34.479
H 14.272 -15.270 35.574
H 15.706 -14.257 35.763
H 15.765 -15.875 34.908
C 5.973 -15.385 32.478
O 6.774 -14.215 32.388
C 6.387 -13.263 33.364
C 6.825 -11.880 32.967
N 6.627 -10.936 34.045
C 6.988 -9.521 33.770
C 5.933 -8.893 32.835
O 4.742 -8.896 33.596
C 3.660 -8.392 32.844
H 4.893 -15.110 32.386
H 6.085 -15.890 33.468
H 6.215 -16.112 31.716
H 6.850 -13.661 34.305
H 5.301 -13.307 33.492
H 6.265 -11.614 32.047
H 7.837 -11.764 32.664
H 5.652 -10.958 34.356
H 7.988 -9.571 33.328
H 7.008 -8.920 34.675
H 5.711 -9.405 31.892
H 6.248 -7.894 32.509
H 3.605 -8.873 31.855
H 3.718 -7.327 32.734
H 2.644 -8.670 33.317
C 10.312 -12.723 32.916
O 10.904 -13.250 34.053
C 9.992 -13.377 35.109
C 9.640 -12.184 35.952
N 8.453 -12.453 36.761
C 8.068 -11.228 37.524
C 8.807 -10.983 38.855
O 10.086 -10.439 38.630
C 10.046 -9.026 38.424
H 10.106 -11.649 33.054
H 9.373 -13.268 32.768
H 10.983 -12.908 32.113
H 10.461 -14.110 35.815
H 9.072 -13.872 34.722
H 9.453 -11.258 35.341
H 10.440 -11.955 36.680
H 7.687 -12.855 36.275
H 6.988 -11.311 37.762
H 8.091 -10.334 36.907
H 9.027 -11.920 39.254
H 8.272 -10.346 39.580
H 9.453 -8.689 37.574
H 11.119 -8.817 38.188
H 9.692 -8.439 39.275
C 10.310 -17.770 24.412
O 9.472 -18.561 25.216
C 8.339 -17.866 25.719
C 7.629 -18.612 26.780
N 8.650 -18.914 27.762
C 8.339 -19.978 28.773
C 7.653 -19.309 29.980
O 7.445 -20.248 31.010
C 7.019 -19.780 32.299
H 9.900 -17.375 23.471
H 11.215 -18.338 24.214
H 10.592 -16.843 24.922
H 7.624 -17.585 24.920
H 8.626 -16.889 26.170
H 7.249 -19.558 26.316
H 6.788 -18.049 27.169
H 9.462 -19.210 27.242
H 9.258 -20.480 29.068
H 7.563 -20.639 28.373
H 6.666 -19.022 29.691
H 8.194 -18.382 30.286
H 7.614 -18.986 32.673
H 7.027 -20.692 32.924
H 5.982 -19.418 32.149



6.
Below is C30H37N2O3PdSTe as an isolated structure at a distorted geometry, with properties calculated with ωB97M-V/def2-TZVPD.

total charge	+2
multiplicity	2
gap between HOMO and LUMO (spin up / spin down)	5.41 / 5.18	eV
⟨S²⟩	1.00
relative energy (zero: lowest compared OMol25 entry of this formula, charge and spin)	89.05	kcal per mole
E	-62421.6659	eV
HOMO (spin up / spin down)	-13.740 / -13.438	eV

CARTESIAN COORDINATES (ANGSTROEM)
Pd -0.696 -0.073 0.559
N 1.043 -0.447 -3.418
C 0.284 -0.340 -2.333
O 0.789 -0.095 -1.226
C -1.218 -0.472 -2.523
C -1.914 -0.962 -1.277
H 2.043 -0.333 -3.341
H 0.676 -0.692 -4.323
H -1.416 -1.157 -3.357
H -1.587 0.519 -2.812
H -1.765 -2.026 -1.076
H -2.943 -0.625 -1.156
C 8.381 2.440 3.880
C 7.066 1.808 3.567
C 6.982 0.458 3.262
C 5.772 -0.140 2.925
C 5.728 -1.601 2.609
C 4.644 0.662 2.944
Te 2.664 -0.407 2.357
N 0.846 -1.258 1.729
C -0.083 -1.983 2.298
O -1.268 -1.785 1.879
C 0.180 -2.983 3.347
C -0.920 -3.615 3.933
C -0.730 -4.515 4.963
C 0.551 -4.796 5.411
C 1.651 -4.185 4.825
C 1.464 -3.291 3.789
C 1.837 0.047 4.264
C 2.595 -0.372 5.355
C 2.084 -0.277 6.635
C 0.813 0.244 6.830
C 0.079 0.692 5.747
C 0.572 0.607 4.448
C -0.272 1.149 3.330
C 4.672 2.016 3.216
C 3.455 2.888 3.185
C 5.904 2.571 3.550
H 9.189 1.719 3.820
H 8.362 2.867 4.880
H 8.586 3.250 3.182
H 7.868 -0.160 3.278
H 6.734 -2.000 2.508
H 5.192 -1.779 1.673
H 5.225 -2.151 3.406
H -1.904 -3.376 3.561
H -1.580 -5.003 5.414
H 0.699 -5.514 6.205
H 2.648 -4.427 5.162
H 2.326 -2.842 3.291
H 3.587 -0.777 5.194
H 2.668 -0.618 7.474
H 0.401 0.311 7.824
H -0.899 1.118 5.909
H -0.676 2.118 3.615
H -1.137 0.487 3.161
H 0.317 1.266 2.403
H 2.657 2.411 2.609
H 3.690 3.848 2.734
H 3.100 3.068 4.199
H 5.947 3.627 3.773
O -1.046 2.078 0.209
S -1.101 3.358 -0.605
C -2.145 4.463 0.426
C -1.210 5.108 1.432
C 0.029 5.497 0.636
C 0.448 4.247 -0.118
H -2.927 3.851 0.868
H -2.596 5.194 -0.243
H -0.947 4.392 2.214
H -1.676 5.970 1.902
H 0.829 5.852 1.284
H -0.221 6.297 -0.063
H 0.993 3.545 0.514
H 1.035 4.456 -1.008